# 1
ORCA calculation (the ωB97M-V functional and the def2-TZVPD basis) on Cl2O8Sr4 as an isolated structure.

Values from the calculation:
Total charge: +6
Frontier orbital gap in eV: 2.05
Total energy in eV: -44671.1876

Each line ends with the Mulliken charge.
Element x y z (Å)
Sr1 -1.32838 2.16326 -1.04882  1.778
Sr2 -1.85717 -3.29391 -3.43963  1.881
Sr3 -1.03336 -1.49913 1.97233  1.825
Sr4 2.69165 -2.07427 -4.57301  1.967
Cl1 0.42001 2.23871 2.89590  1.755
O1 -0.45366 1.34476 3.56595  -0.657
O2 0.55769 1.81480 1.59312  -0.759
O3 -0.01939 3.53722 2.89532  -0.528
O4 1.75224 2.09775 3.24096  -0.482
Cl2 -0.08580 -1.28006 -1.40138  1.590
O5 0.25023 -0.49933 -0.25770  -0.672
O6 0.87210 -1.34074 -2.42829  -0.408
O7 -0.66605 -2.55928 -0.95240  -0.693
O8 -1.10010 -0.64981 -2.06236  -0.594



# 2
ORCA calculation (the ωB97M-V functional and the def2-TZVPD basis) on Cl3F2Hf2I5 as an isolated structure.

Values from the calculation:
Total charge: -2
Frontier orbital gap in eV: 1.93
Total energy in eV: -86131.5795

Each line ends with the Mulliken charge.
Element x y z (Å)
Hf1 -1.25735 -0.35238 -1.12423  1.067
Hf2 1.89447 -1.55624 0.98933  0.838
I1 -1.26177 5.20248 1.60540  -0.617
I2 -1.59876 -2.20229 -3.03779  -0.343
I3 2.86389 -0.26693 3.06552  -0.259
I4 0.97514 -3.69450 2.24651  -0.277
I5 -0.90386 5.49810 -1.36721  -0.621
Cl1 0.90270 0.82050 -0.64935  -0.498
Cl2 3.42437 -2.43661 -0.27534  -0.362
Cl3 -2.93752 -1.22205 0.40107  -0.450
F1 -0.12276 -1.14760 0.49456  0.159
F2 -1.97855 1.35752 -2.34847  -0.637